# 1
# C56H67BrClF28NO18S3

A 8-piece molecular cluster, C56H67BrClF28NO18S3 overall in a non-equilibrium geometry (ωB97M-V/def2-TZVPD, OMol25).

## Properties
SMILES: CCCCCCc1cc(CCCCS(=O)(=O)Cl)c2c(c1[C@@H](Br)CC)Nc1cccc(S(=O)(=O)C(F)(F)C(F)(F)C(F)(F)F)c1S2.CCOC(=O)C(F)(F)F.CCOC(=O)C(F)(F)F.CCOC(=O)C(F)(F)F.CCOC(=O)C(F)(F)F.CCOC(=O)C(F)(F)F.CCOC(=O)C(F)(F)F.CCOC(=O)C(F)(F)F
Kohn-Sham gap: 7.12 eV
Maximum force: 7.65 eV Å⁻¹

Geometry (Å):
C (4.70, -5.10, -3.08)
C (3.27, -4.83, -3.81)
C (3.17, -5.75, -5.14)
C (2.76, -4.73, -6.36)
C (1.17, -4.46, -6.20)
C (0.67, -3.13, -6.95)
C (-0.04, -2.05, -6.01)
C (0.60, -0.61, -6.00)
C (-0.01, 0.54, -5.18)
C (0.67, 1.99, -5.25)
C (1.98, 1.96, -4.28)
C (3.25, 2.75, -4.90)
C (4.50, 1.79, -5.25)
S (5.33, 1.04, -3.78)
O (4.46, 0.94, -2.55)
O (5.77, -0.36, -4.13)
Cl (7.04, 2.11, -3.18)
C (-1.27, 0.23, -4.34)
C (-1.98, -1.17, -4.26)
C (-1.33, -2.30, -5.16)
C (-2.00, -3.78, -5.21)
Br (-1.86, -4.77, -3.46)
C (-3.53, -3.74, -5.76)
C (-4.31, -5.12, -5.52)
N (-3.18, -1.39, -3.44)
C (-3.06, -0.81, -2.09)
C (-3.46, -1.63, -0.82)
C (-3.38, -1.04, 0.62)
C (-2.90, 0.41, 0.91)
C (-2.48, 1.26, -0.36)
S (-1.92, 3.00, -0.03)
O (-1.32, 3.15, 1.36)
O (-0.82, 3.41, -1.00)
C (-3.35, 4.15, -0.36)
F (-2.82, 5.45, -0.55)
F (-3.92, 3.74, -1.62)
C (-4.47, 4.21, 0.79)
F (-4.60, 5.61, 1.16)
F (-4.19, 3.45, 1.95)
C (-5.95, 3.78, 0.30)
F (-6.80, 3.94, 1.45)
F (-6.49, 4.60, -0.70)
F (-6.03, 2.38, -0.01)
C (-2.55, 0.65, -1.79)
S (-2.04, 1.60, -3.31)
H (5.25, -4.10, -3.00)
H (4.46, -5.56, -2.05)
H (5.36, -5.82, -3.67)
H (3.27, -3.73, -4.15)
H (2.37, -5.01, -3.11)
H (4.10, -6.36, -5.37)
H (2.25, -6.43, -5.00)
H (3.39, -3.78, -6.35)
H (3.00, -5.33, -7.32)
H (0.66, -5.35, -6.75)
H (0.81, -4.55, -5.10)
H (1.61, -2.64, -7.41)
H (-0.02, -3.34, -7.85)
H (1.54, -0.40, -6.62)
H (1.04, 2.12, -6.34)
H (-0.08, 2.81, -4.95)
H (1.68, 2.48, -3.30)
H (2.26, 0.86, -4.06)
H (2.91, 3.26, -5.87)
H (3.63, 3.54, -4.16)
H (5.28, 2.46, -5.77)
H (4.11, 1.01, -6.01)
H (-1.44, -4.45, -5.97)
H (-3.42, -3.62, -6.91)
H (-4.11, -2.82, -5.41)
H (-4.53, -5.34, -4.42)
H (-5.34, -5.01, -6.05)
H (-3.78, -6.00, -6.03)
H (-3.45, -2.39, -3.38)
H (-3.83, -2.69, -1.01)
H (-3.70, -1.67, 1.51)
H (-2.87, 0.85, 1.96)
C (8.56, 4.08, 0.23)
C (8.14, 5.53, 0.27)
O (9.29, 6.39, 0.24)
C (9.82, 6.62, -0.98)
O (9.40, 6.16, -2.00)
C (11.00, 7.59, -0.87)
F (11.83, 7.28, 0.15)
F (10.59, 8.86, -0.66)
F (11.76, 7.61, -1.98)
H (9.26, 3.86, 1.04)
H (7.69, 3.42, 0.34)
H (9.06, 3.83, -0.70)
H (7.61, 5.74, 1.21)
H (7.45, 5.77, -0.54)
C (-4.29, 8.44, 1.21)
C (-4.40, 9.39, 2.39)
O (-4.54, 10.75, 1.94)
C (-5.78, 11.13, 1.58)
O (-6.75, 10.41, 1.62)
C (-5.79, 12.60, 1.17)
F (-4.75, 12.92, 0.37)
F (-5.70, 13.42, 2.25)
F (-6.91, 12.95, 0.52)
H (-3.48, 8.74, 0.55)
H (-4.11, 7.42, 1.55)
H (-5.21, 8.45, 0.62)
H (-3.48, 9.34, 2.98)
H (-5.22, 9.11, 3.06)
C (-8.39, -7.74, -0.75)
C (-8.84, -6.29, -0.68)
O (-7.70, -5.42, -0.62)
C (-7.11, -5.13, -1.79)
O (-7.47, -5.56, -2.86)
C (-5.95, -4.15, -1.58)
F (-5.18, -4.49, -0.53)
F (-6.39, -2.90, -1.34)
F (-5.13, -4.08, -2.65)
H (-7.73, -7.98, 0.09)
H (-9.25, -8.41, -0.72)
H (-7.83, -7.94, -1.67)
H (-9.41, -6.13, 0.23)
H (-9.48, -6.03, -1.52)
C (7.52, -1.05, 4.24)
C (8.54, -1.09, 3.11)
O (7.89, -0.87, 1.84)
C (7.65, 0.42, 1.52)
O (7.94, 1.36, 2.22)
C (7.01, 0.51, 0.13)
F (6.03, -0.40, -0.05)
F (7.92, 0.28, -0.85)
F (6.46, 1.71, -0.12)
H (6.71, -1.76, 4.05)
H (8.00, -1.30, 5.19)
H (7.07, -0.06, 4.32)
H (8.99, -2.08, 3.06)
H (9.34, -0.37, 3.27)
C (-2.45, -4.18, 5.49)
C (-1.82, -5.39, 4.83)
O (-2.83, -6.30, 4.38)
C (-3.40, -6.01, 3.19)
O (-3.11, -5.06, 2.51)
C (-4.42, -7.08, 2.81)
F (-5.22, -7.43, 3.83)
F (-3.82, -8.22, 2.39)
F (-5.23, -6.69, 1.81)
H (-3.12, -4.48, 6.28)
H (-1.68, -3.52, 5.90)
H (-3.04, -3.60, 4.77)
H (-1.22, -5.94, 5.56)
H (-1.15, -5.11, 4.01)
C (-7.54, -9.78, 8.80)
C (-7.99, -8.34, 8.87)
O (-6.86, -7.46, 8.94)
C (-6.26, -7.17, 7.76)
O (-6.62, -7.60, 6.70)
C (-5.11, -6.19, 7.98)
F (-4.33, -6.52, 9.03)
F (-5.55, -4.93, 8.22)
F (-4.29, -6.11, 6.91)
H (-6.88, -10.02, 9.64)
H (-8.40, -10.45, 8.83)
H (-6.98, -9.98, 7.89)
H (-8.57, -8.17, 9.79)
H (-8.64, -8.07, 8.03)
C (6.80, 9.35, 2.92)
C (7.65, 9.18, 4.16)
O (6.89, 8.61, 5.23)
C (6.74, 7.27, 5.19)
O (7.21, 6.56, 4.34)
C (5.95, 6.78, 6.41)
F (4.86, 7.54, 6.65)
F (6.70, 6.81, 7.53)
F (5.51, 5.52, 6.27)
H (5.90, 9.93, 3.14)
H (7.36, 9.86, 2.13)
H (6.46, 8.39, 2.53)
H (7.99, 10.16, 4.51)
H (8.55, 8.59, 3.95)

These are the Mulliken partial charges, in e, on atoms 1 to 6: atom 1 (C): -0.88, atom 2 (C): -0.12, atom 3 (C): -0.73, atom 4 (C): -0.85, atom 5 (C): -0.04, atom 6 (C): -1.04

# 2
# C56H79CsGeN7S2Si5

C56H79CsGeN7S2Si5 as an isolated structure in a non-equilibrium geometry (ωB97M-V/def2-TZVPD, OMol25).

## Properties
Relative energy (zero: lowest compared OMol25 entry of this formula, charge and spin): 336.1 kJ/mol
Kohn-Sham gap: 4.77 eV
Maximum force: 1.97 eV Å⁻¹
Total charge: -1

Geometry (Å):
Cs (0.23, -1.07, 0.01)
N (-3.01, -2.22, -3.56)
C (-2.66, -1.68, -2.34)
S (-1.67, -0.19, -2.37)
N (-3.15, -2.27, -1.31)
N (-2.68, -2.00, -0.05)
C (-3.42, -2.32, 0.94)
C (-4.82, -2.84, 0.83)
C (-5.75, -2.23, -0.01)
C (-7.04, -2.74, -0.11)
C (-7.40, -3.87, 0.61)
C (-6.48, -4.48, 1.44)
C (-5.19, -3.96, 1.55)
C (-2.81, -2.16, 2.31)
C (-3.60, -2.00, 3.44)
C (-2.98, -1.79, 4.67)
C (-1.60, -1.78, 4.74)
C (-0.89, -1.96, 3.55)
N (-1.48, -2.13, 2.38)
H (-2.41, -1.97, -4.32)
H (-3.25, -3.20, -3.50)
H (-5.47, -1.35, -0.57)
H (-7.75, -2.26, -0.77)
H (-8.41, -4.26, 0.54)
H (-6.75, -5.36, 2.01)
H (-4.47, -4.45, 2.20)
H (-4.68, -2.01, 3.36)
H (-3.58, -1.64, 5.56)
H (-1.08, -1.64, 5.67)
H (0.19, -1.95, 3.54)
C (2.41, -0.14, 2.13)
Si (2.13, 1.29, 3.12)
C (0.29, 1.60, 3.55)
N (-0.60, 1.86, 2.41)
C (-1.99, 1.53, 2.68)
C (-2.64, 2.42, 3.75)
C (-2.12, 3.86, 3.64)
C (-1.65, 4.15, 2.22)
C (-0.49, 3.21, 1.84)
C (2.91, 2.79, 2.23)
C (2.78, 2.89, 0.84)
C (3.36, 3.93, 0.12)
C (4.11, 4.89, 0.78)
C (4.26, 4.81, 2.16)
C (3.66, 3.78, 2.87)
C (2.97, 1.23, 4.84)
C (2.27, 1.05, 6.04)
C (2.92, 0.82, 7.25)
C (4.30, 0.75, 7.29)
C (5.03, 0.92, 6.12)
C (4.36, 1.15, 4.92)
H (2.47, -1.10, 2.65)
H (3.17, -0.07, 1.35)
H (0.17, 2.35, 4.36)
H (-0.03, 0.64, 3.97)
H (-2.05, 0.48, 2.98)
H (-2.54, 1.62, 1.74)
H (-2.44, 2.02, 4.74)
H (-3.73, 2.40, 3.61)
H (-1.28, 4.02, 4.32)
H (-2.90, 4.57, 3.94)
H (-1.33, 5.18, 2.11)
H (-2.50, 4.00, 1.53)
H (0.45, 3.65, 2.17)
H (-0.44, 3.13, 0.75)
H (2.21, 2.13, 0.31)
H (3.22, 3.98, -0.96)
H (4.57, 5.70, 0.22)
H (4.85, 5.56, 2.68)
H (3.79, 3.74, 3.95)
H (1.18, 1.08, 6.03)
H (2.34, 0.68, 8.16)
H (4.81, 0.57, 8.23)
H (6.11, 0.87, 6.14)
H (4.94, 1.26, 4.01)
S (3.69, 0.71, -2.98)
C (4.56, 0.36, -1.56)
N (5.19, 1.27, -0.79)
C (5.66, 0.68, 0.46)
C (5.56, -0.83, 0.17)
N (4.75, -0.84, -1.04)
H (4.92, 2.24, -0.84)
H (5.02, 0.97, 1.30)
H (6.68, 0.99, 0.68)
H (5.06, -1.37, 0.97)
H (6.53, -1.29, -0.01)
H (4.49, -1.69, -1.51)
C (-3.28, -0.15, -6.07)
Si (-1.74, 0.83, -5.69)
C (-1.63, 2.15, -7.02)
C (-0.19, -0.19, -5.66)
Si (-2.00, 1.85, -3.59)
Si (-4.18, 2.13, -2.73)
C (-5.19, 2.99, -4.06)
C (-5.05, 0.58, -2.22)
C (-4.07, 3.24, -1.24)
Si (-0.45, 3.60, -3.32)
C (-0.34, 4.38, -1.64)
C (1.27, 3.19, -3.87)
C (-1.17, 4.89, -4.48)
H (-3.12, -0.84, -6.90)
H (-4.09, 0.53, -6.35)
H (-3.63, -0.73, -5.22)
H (-1.65, 1.70, -8.01)
H (-0.70, 2.73, -6.93)
H (-2.46, 2.86, -6.94)
H (0.00, -0.66, -6.64)
H (-0.24, -0.97, -4.90)
H (0.68, 0.42, -5.41)
H (-5.15, 2.45, -5.00)
H (-4.82, 4.00, -4.24)
H (-6.24, 3.06, -3.75)
H (-5.12, -0.16, -3.03)
H (-6.06, 0.83, -1.88)
H (-4.50, 0.10, -1.41)
H (-3.55, 4.18, -1.46)
H (-3.53, 2.75, -0.43)
H (-5.07, 3.50, -0.87)
H (0.31, 3.80, -0.98)
H (-1.31, 4.49, -1.14)
H (0.09, 5.38, -1.75)
H (1.66, 2.28, -3.41)
H (1.92, 4.02, -3.57)
H (1.34, 3.07, -4.95)
H (-2.15, 5.25, -4.15)
H (-1.28, 4.53, -5.50)
H (-0.48, 5.74, -4.49)
Ge (2.28, -3.55, -0.95)
C (4.21, -4.08, -1.23)
C (5.08, -4.38, -0.17)
C (6.41, -4.71, -0.37)
C (6.94, -4.73, -1.65)
C (6.13, -4.39, -2.72)
C (4.79, -4.08, -2.51)
C (1.49, -5.26, -0.18)
C (0.20, -5.63, -0.58)
C (-0.46, -6.72, -0.03)
C (0.14, -7.48, 0.96)
C (1.41, -7.13, 1.39)
C (2.07, -6.03, 0.84)
H (1.89, -3.97, -2.44)
H (4.70, -4.33, 0.85)
H (7.04, -4.97, 0.48)
H (7.98, -5.00, -1.81)
H (6.53, -4.39, -3.73)
H (4.17, -3.82, -3.36)
H (-0.29, -5.04, -1.35)
H (-1.46, -6.97, -0.38)
H (-0.37, -8.33, 1.39)
H (1.89, -7.70, 2.18)
H (3.06, -5.78, 1.21)

These are the Mulliken partial charges, in e, on atoms 1 to 6: atom 1 (Cs): 2.09, atom 2 (N): -0.30, atom 3 (C): -0.46, atom 4 (S): -0.25, atom 5 (N): -0.97, atom 6 (N): 1.14

# 3
# C56H80N6O22

A 11-piece molecular cluster, C56H80N6O22 overall in a non-equilibrium geometry (ωB97M-V/def2-TZVPD, OMol25).

## Properties
Relative energy (zero: lowest compared OMol25 entry of this formula, charge and spin): 125.6 kJ/mol
SMILES: O=[N+]([O-])c1ccccc1.O=[N+]([O-])c1ccccc1.O=[N+]([O-])c1ccccc1.O=[N+]([O-])c1ccccc1.O=[N+]([O-])c1ccccc1.O=[N+]([O-])c1ccccc1.COCCOC.COCCOC.COCCOC.COCCOC.COCCOC
Kohn-Sham gap: 7.51 eV
Maximum force: 3.74 eV Å⁻¹

Geometry (Å):
O (-3.91, -5.47, -2.11)
N (-2.79, -5.02, -1.76)
O (-2.34, -5.02, -0.61)
C (-1.85, -4.53, -2.87)
C (-2.35, -4.50, -4.20)
C (-1.56, -3.92, -5.14)
C (-0.25, -3.53, -4.94)
C (0.30, -3.61, -3.62)
C (-0.53, -4.09, -2.60)
H (-3.34, -4.83, -4.48)
H (-1.96, -3.86, -6.14)
H (0.31, -3.13, -5.77)
H (1.26, -3.18, -3.38)
H (-0.23, -4.01, -1.57)
O (-4.06, -3.32, 4.65)
N (-4.45, -2.33, 5.33)
O (-4.67, -1.23, 4.80)
C (-4.51, -2.43, 6.79)
C (-4.31, -3.72, 7.39)
C (-4.23, -3.88, 8.80)
C (-4.43, -2.78, 9.60)
C (-4.62, -1.57, 9.01)
C (-4.68, -1.30, 7.62)
H (-4.17, -4.63, 6.82)
H (-4.12, -4.85, 9.26)
H (-4.52, -2.75, 10.68)
H (-4.85, -0.70, 9.61)
H (-4.82, -0.33, 7.17)
O (2.63, -6.88, 0.23)
N (2.63, -5.74, -0.17)
O (1.57, -5.15, -0.33)
C (3.85, -5.05, -0.39)
C (5.01, -5.35, 0.31)
C (6.17, -4.59, 0.21)
C (6.21, -3.42, -0.57)
C (5.04, -3.06, -1.24)
C (3.90, -3.86, -1.13)
H (5.00, -6.26, 0.90)
H (7.04, -4.81, 0.81)
H (7.02, -2.71, -0.50)
H (5.03, -2.10, -1.73)
H (3.02, -3.59, -1.69)
O (-3.61, -2.06, -1.17)
N (-3.94, -1.11, -1.90)
O (-5.11, -0.80, -2.11)
C (-2.94, -0.37, -2.75)
C (-1.61, -0.75, -2.74)
C (-0.68, 0.00, -3.49)
C (-1.11, 1.05, -4.30)
C (-2.44, 1.43, -4.36)
C (-3.34, 0.71, -3.60)
H (-1.21, -1.50, -2.07)
H (0.38, -0.21, -3.44)
H (-0.39, 1.74, -4.71)
H (-2.66, 2.33, -4.92)
H (-4.39, 0.95, -3.58)
O (3.70, 4.20, 1.32)
N (2.95, 3.36, 1.80)
O (2.70, 2.32, 1.23)
C (2.36, 3.62, 3.18)
C (2.54, 4.89, 3.79)
C (1.89, 5.25, 4.94)
C (1.03, 4.28, 5.53)
C (0.83, 3.04, 4.97)
C (1.44, 2.70, 3.78)
H (3.12, 5.68, 3.33)
H (1.86, 6.23, 5.40)
H (0.50, 4.59, 6.43)
H (0.20, 2.32, 5.45)
H (1.15, 1.80, 3.26)
O (2.95, 4.22, -2.51)
N (1.89, 3.60, -2.56)
O (1.71, 2.76, -3.43)
C (0.90, 3.78, -1.48)
C (-0.19, 2.85, -1.26)
C (-1.14, 3.10, -0.25)
C (-1.07, 4.25, 0.54)
C (-0.02, 5.06, 0.41)
C (0.99, 4.82, -0.56)
H (-0.31, 2.00, -1.91)
H (-1.85, 2.32, 0.00)
H (-1.84, 4.49, 1.26)
H (0.12, 5.93, 1.03)
H (1.73, 5.60, -0.64)
C (7.74, 0.90, -8.52)
O (6.64, 0.30, -7.76)
C (6.40, 1.16, -6.62)
C (5.50, 0.49, -5.58)
O (4.28, -0.01, -6.21)
C (3.17, 0.18, -5.30)
H (8.66, 1.08, -7.96)
H (7.48, 1.86, -8.95)
H (8.11, 0.32, -9.36)
H (5.91, 2.03, -7.06)
H (7.30, 1.48, -6.10)
H (5.32, 1.27, -4.85)
H (6.00, -0.31, -5.03)
H (3.38, -0.45, -4.43)
H (2.30, -0.08, -5.89)
H (3.12, 1.18, -4.87)
C (-2.29, -0.61, 3.29)
O (-1.10, -0.16, 2.62)
C (-0.98, -0.46, 1.23)
C (0.37, -0.07, 0.67)
O (0.46, -0.66, -0.64)
C (1.81, -0.65, -1.07)
H (-2.36, 0.04, 4.16)
H (-2.11, -1.67, 3.48)
H (-3.13, -0.42, 2.61)
H (-1.80, -0.01, 0.68)
H (-1.05, -1.53, 1.02)
H (1.04, -0.64, 1.32)
H (0.57, 0.99, 0.78)
H (2.37, 0.27, -0.87)
H (1.87, -0.78, -2.15)
H (2.27, -1.55, -0.66)
C (8.28, 4.65, -5.61)
O (7.14, 4.14, -4.94)
C (7.27, 4.48, -3.58)
C (6.15, 3.70, -2.81)
O (6.48, 2.33, -2.72)
C (5.50, 1.71, -1.91)
H (8.09, 4.49, -6.67)
H (9.19, 4.15, -5.26)
H (8.24, 5.73, -5.52)
H (7.08, 5.54, -3.44)
H (8.21, 4.17, -3.12)
H (5.18, 3.84, -3.26)
H (6.19, 4.17, -1.82)
H (5.87, 0.75, -1.53)
H (4.54, 1.54, -2.40)
H (5.29, 2.22, -0.97)
C (-6.74, 5.35, 4.16)
O (-5.53, 4.74, 4.54)
C (-5.45, 3.35, 4.11)
C (-4.06, 2.71, 4.37)
O (-3.93, 2.54, 5.82)
C (-2.62, 2.34, 6.23)
H (-7.62, 4.92, 4.64)
H (-7.02, 5.22, 3.12)
H (-6.66, 6.40, 4.44)
H (-5.61, 3.26, 3.04)
H (-6.23, 2.72, 4.55)
H (-3.26, 3.27, 3.87)
H (-4.03, 1.74, 3.88)
H (-2.64, 1.89, 7.23)
H (-1.96, 3.21, 6.28)
H (-2.10, 1.62, 5.60)
C (-7.97, -5.80, 1.24)
O (-6.65, -6.21, 1.34)
C (-5.65, -5.61, 0.51)
C (-5.14, -4.23, 1.01)
O (-6.12, -3.25, 0.60)
C (-5.93, -2.08, 1.33)
H (-8.24, -5.95, 0.20)
H (-8.08, -4.74, 1.49)
H (-8.68, -6.43, 1.78)
H (-5.96, -5.39, -0.51)
H (-4.85, -6.36, 0.46)
H (-4.13, -4.12, 0.62)
H (-5.08, -4.36, 2.09)
H (-6.61, -1.27, 1.07)
H (-4.93, -1.67, 1.17)
H (-6.03, -2.32, 2.39)

These are the Mulliken partial charges, in e, on atoms 1 to 6: atom 1 (O): -0.59, atom 2 (N): 1.12, atom 3 (O): -0.57, atom 4 (C): -0.23, atom 5 (C): -0.70, atom 6 (C): -0.36

The highest Kohn-Sham gap belongs to which entry? C56H80N6O22

What is the formula in the second record? C56H79CsGeN7S2Si5

Which of these has the lowest maximum force? C56H79CsGeN7S2Si5

Which value of maximum force does entry 2 give? 1.97 eV Å⁻¹